Below is a molecular structure, C4H7NO2, with properties calculated with ωB97M-V/def2-TZVPD.

Properties
E_tot ... -361.67674 a.u.
Relative energy (zero: lowest compared OMol25 entry of this formula, charge and spin) ... 535.9 kJ/mol
HOMO level ... -0.33731 hartree
Frontier orbital gap ... 9.8 eV

Structure (ORCA input):
```
! RIJCOSX wB97M-V def2-TZVPD def2/J DEFGRID3
* xyz 0 1
O -1.1931 -0.9169 1.3504
C -1.1204 -0.3719 0.1522
C -0.0871 1.2725 0.4076
O 1.2639 0.9570 0.6502
C 1.7541 -0.1752 0.0778
N 1.1856 -1.0606 -0.6144
C -0.2351 -1.0102 -0.9029
H -0.7329 0.3367 1.1799
H -2.0266 0.1050 -0.2701
H -0.2649 1.6507 -0.6028
H -0.3667 2.0520 1.1279
H 2.8170 -0.2506 0.2991
H -0.3912 -0.5461 -1.8846
H -0.6026 -2.0423 -0.9705
*
```

=====

Below is C4H7NO2 in the gas phase, with properties calculated with ωB97M-V/def2-TZVPD.

Properties
E_tot ... -361.71668 a.u.
Relative energy (zero: lowest compared OMol25 entry of this formula, charge and spin) ... 431.0 kJ/mol
SMILES string ... ON[C@]12CC[C@H]1O2
HOMO level ... -0.35823 hartree
Frontier orbital gap ... 10.7 eV

Structure (ORCA input):
```
! RIJCOSX wB97M-V def2-TZVPD def2/J DEFGRID3
* xyz 0 1
O 1.5781 1.8886 -0.4381
N 1.6957 0.5912 0.1545
C 0.3958 0.0227 0.2628
C -0.0971 -1.3635 -0.1587
C -1.5391 -0.7597 -0.2342
C -0.9404 0.5958 0.1396
O -0.3586 0.3889 1.4251
H 2.4374 2.0060 -0.8627
H 0.0803 -2.1623 0.5667
H 0.2677 -1.6731 -1.1412
H -2.2374 -1.1228 0.5246
H -1.9938 -0.8107 -1.2266
H -1.2316 1.6038 -0.1337
H 1.9430 0.7951 1.1216
*
```

=====

Below is 2 unconnected molecules or ions with the total composition C4H7NO2, with properties calculated with ωB97M-V/def2-TZVPD.

Properties
E_tot ... -361.79225 a.u.
Relative energy (zero: lowest compared OMol25 entry of this formula, charge and spin) ... 232.6 kJ/mol
SMILES string ... C=NC=O.C=CO
HOMO level ... -0.32498 hartree
Frontier orbital gap ... 9.3 eV

Structure (ORCA input):
```
! RIJCOSX wB97M-V def2-TZVPD def2/J DEFGRID3
* xyz 0 1
O 0.2245 1.8226 0.4991
C 0.9128 1.0032 1.3139
C 0.4876 -0.1395 1.8614
O -1.9918 0.3751 -0.4827
C -1.5962 -0.2266 -1.4632
N -0.2847 -0.2474 -1.8924
C 0.6181 -0.9430 -1.3430
H -0.6401 1.4155 0.2883
H 1.9173 1.3832 1.4908
H 1.1433 -0.7060 2.5128
H -0.5274 -0.5009 1.7157
H -2.2944 -0.7324 -2.1502
H 0.4311 -1.6294 -0.5128
H 1.6427 -0.8551 -1.7043
*
```

=====

Below is C4H7NO2 in the gas phase, with properties calculated with ωB97M-V/def2-TZVPD.

Properties
E_tot ... -361.82649 a.u.
Relative energy (zero: lowest compared OMol25 entry of this formula, charge and spin) ... 142.8 kJ/mol
SMILES string ... O[C@@H]1CN=COC1
HOMO level ... -0.35921 hartree
Frontier orbital gap ... 10.6 eV

Structure (ORCA input):
```
! RIJCOSX wB97M-V def2-TZVPD def2/J DEFGRID3
* xyz 0 1
O 1.4767 1.0317 -0.8256
C 0.3675 0.1568 -0.9141
C 0.6139 -1.1376 -0.1504
O 0.5151 -0.9397 1.2622
C -0.5955 -0.2635 1.6470
N -1.3175 0.5123 0.9612
C -0.9364 0.8008 -0.4160
H 1.5085 1.4007 0.0664
H 0.2842 -0.0850 -1.9792
H -0.1126 -1.9071 -0.4442
H 1.6231 -1.5090 -0.3343
H -0.8232 -0.4634 2.6933
H -1.7746 0.5141 -1.0600
H -0.8291 1.8888 -0.5062
*
```

=====

Below is C4H7NO2 in the gas phase, with properties calculated with ωB97M-V/def2-TZVPD.

Properties
E_tot ... -361.74067 a.u.
Relative energy (zero: lowest compared OMol25 entry of this formula, charge and spin) ... 368.1 kJ/mol
SMILES string ... C[C@H]1[C@H](C=O)N1O
HOMO level ... -0.35803 hartree
Frontier orbital gap ... 10.7 eV

Structure (ORCA input):
```
! RIJCOSX wB97M-V def2-TZVPD def2/J DEFGRID3
* xyz 0 1
C -1.2765 -1.4635 -0.0324
C -0.3013 -0.3492 0.2152
N -0.6202 1.0240 -0.0665
O -0.3004 1.8747 1.0214
C 0.5238 0.4364 -0.7616
C 1.9363 0.4586 -0.2703
O 2.7738 -0.2524 -0.7760
H -2.0083 -1.2138 -0.8037
H -0.7426 -2.3745 -0.3198
H -1.8097 -1.6613 0.9032
H -1.0135 2.5264 0.9732
H 0.4175 0.3782 -1.8423
H 2.1564 1.0815 0.6173
H 0.2646 -0.4650 1.1423
*
```

=====

Below is C4H7NO2 in the gas phase at a distorted geometry, with properties calculated with ωB97M-V/def2-TZVPD.

Properties
E_tot ... -361.64470 a.u.
Relative energy (zero: lowest compared OMol25 entry of this formula, charge and spin) ... 620.0 kJ/mol
SMILES string ... C=C=C(C)N(O)O
HOMO level ... -0.31204 hartree
Frontier orbital gap ... 9.2 eV

Structure (ORCA input):
```
! RIJCOSX wB97M-V def2-TZVPD def2/J DEFGRID3
* xyz 0 1
C 1.0855 -1.5119 0.2061
C -0.7474 0.0485 0.8127
C 0.2040 -0.3193 -0.0094
C -1.6201 0.4588 1.6803
O 1.3216 1.4205 -1.0929
O -0.8113 0.7118 -1.8929
N 0.4060 0.3875 -1.1800
H 1.4516 1.6432 -2.0302
H -1.2888 1.3670 -1.3561
H 2.0447 -1.3914 -0.3080
H 0.6284 -2.4221 -0.1951
H 1.3035 -1.6746 1.2663
H -1.3362 0.6165 2.7153
H -2.6416 0.6653 1.3839
*
```

=====

Below is 2 unconnected molecules or ions with the total composition C4H7NO2, with properties calculated with ωB97M-V/def2-TZVPD.

Properties
E_tot ... -361.78785 a.u.
Relative energy (zero: lowest compared OMol25 entry of this formula, charge and spin) ... 244.2 kJ/mol
SMILES string ... O=C1C=NC[C@@H]1O.[H][H]
HOMO level ... -0.36591 hartree
Frontier orbital gap ... 9.7 eV

Structure (ORCA input):
```
! RIJCOSX wB97M-V def2-TZVPD def2/J DEFGRID3
* xyz 0 1
O 2.3749 -0.0480 0.2020
C 1.1171 0.0919 0.8050
C 0.2786 1.2243 0.2099
N -1.0797 0.6985 -0.0162
C -1.1022 -0.5598 0.1723
C 0.2344 -1.1235 0.5424
O 0.6012 -2.2728 0.5543
H 2.6233 -0.9799 0.3052
H 1.2009 0.2129 1.8984
H 0.2102 2.1130 0.8424
H 0.6945 1.5310 -0.7553
H -2.4231 0.3701 -2.1442
H -2.7336 -0.0978 -2.6328
H -1.9964 -1.1599 0.0167
*
```

=====

Below is 2 unconnected molecules or ions with the total composition C4H7NO2, with properties calculated with ωB97M-V/def2-TZVPD.

Properties
E_tot ... -361.73783 a.u.
Relative energy (zero: lowest compared OMol25 entry of this formula, charge and spin) ... 375.5 kJ/mol
SMILES string ... O/C=C1/CN1.C=O
HOMO level ... -0.30992 hartree
Frontier orbital gap ... 9.2 eV

Structure (ORCA input):
```
! RIJCOSX wB97M-V def2-TZVPD def2/J DEFGRID3
* xyz 0 1
O 2.0688 1.2861 0.0345
C 2.0141 0.3142 -0.6843
C -0.8596 -0.1957 0.1581
C -1.0368 -1.5981 0.4693
N -0.0054 -0.7567 1.1402
C -1.1510 0.9235 -0.4860
O -0.5774 2.1436 -0.3031
H 0.3331 2.0304 0.0282
H 1.4122 0.3019 -1.6124
H 2.5530 -0.6177 -0.4475
H -0.6164 -2.3771 -0.1666
H -1.9188 -1.8983 1.0357
H -0.2903 -0.4901 2.0823
H -1.9256 0.9340 -1.2483
*
```

=====

Below is C4H7NO2 in the gas phase at a distorted geometry, with properties calculated with ωB97M-V/def2-TZVPD.

Properties
E_tot ... -361.68732 a.u.
Relative energy (zero: lowest compared OMol25 entry of this formula, charge and spin) ... 508.1 kJ/mol
SMILES string ... C=C(C)O/C=N/O
HOMO level ... -0.33361 hartree
Frontier orbital gap ... 10.0 eV

Structure (ORCA input):
```
! RIJCOSX wB97M-V def2-TZVPD def2/J DEFGRID3
* xyz 0 1
C -0.4326 -1.5023 -0.2090
C 0.7422 -0.6475 0.1144
C 1.9412 -0.5622 -0.4415
C -0.2820 1.2638 0.9096
H -1.1779 -0.7692 -0.4765
H -0.0127 -2.2762 -0.7223
H -0.7804 -1.8443 0.6899
H 2.5989 0.3641 -0.3207
H 2.2746 -1.5511 -0.8919
H -0.4254 2.0157 1.8189
H -2.4089 1.8960 -1.0298
N -0.7765 1.2247 -0.2668
O 0.7226 0.3487 1.0432
O -1.9829 2.0398 -0.2173
*
```

=====

Below is C4H7NO2 in the gas phase at a distorted geometry, with properties calculated with ωB97M-V/def2-TZVPD.

Properties
E_tot ... -361.81356 a.u.
Relative energy (zero: lowest compared OMol25 entry of this formula, charge and spin) ... 176.7 kJ/mol
SMILES string ... O=C1CNC[C@@H]1O
HOMO level ... -0.35642 hartree
Frontier orbital gap ... 10.6 eV

Structure (ORCA input):
```
! RIJCOSX wB97M-V def2-TZVPD def2/J DEFGRID3
* xyz 0 1
O 2.2823 -0.2072 0.5106
C 0.9296 0.0124 0.6108
C 0.0663 1.2881 -0.1456
N -1.2480 0.7728 0.0798
C -1.2493 -0.6234 -0.3371
C 0.1289 -1.1181 0.0558
O 0.5876 -2.2259 -0.1246
H 2.3781 -1.1558 0.3182
H 0.7046 0.2802 1.6285
H 0.2158 2.2570 0.3423
H 0.4378 1.2934 -1.1754
H -1.8247 1.3908 -0.5176
H -1.3781 -0.7745 -1.4190
H -2.0309 -1.1900 0.1732
*
```

=====

Below is 2 unconnected molecules or ions with the total composition C4H7NO2 at a distorted geometry, with properties calculated with ωB97M-V/def2-TZVPD.

Properties
E_tot ... -361.71309 a.u.
Relative energy (zero: lowest compared OMol25 entry of this formula, charge and spin) ... 440.5 kJ/mol
SMILES string ... C#[N+][O-].CC(C)=O
HOMO level ... -0.35562 hartree
Frontier orbital gap ... 10.5 eV

Structure (ORCA input):
```
! RIJCOSX wB97M-V def2-TZVPD def2/J DEFGRID3
* xyz 0 1
C -0.0856 -0.7106 2.9082
C 0.2799 0.6930 -0.5226
C 1.4194 -0.1495 -1.0714
C -0.8943 0.5723 -1.4340
N -1.1967 -0.6828 2.6130
O 0.3096 1.2949 0.5251
O -2.3148 -0.6009 2.3366
H 0.8403 -0.9620 3.2421
H 1.3303 -1.2337 -1.0316
H 2.3784 0.1984 -0.6916
H 1.3791 0.2325 -2.1276
H -1.5800 1.3243 -1.0043
H -1.2308 -0.4994 -1.2769
H -0.6348 0.5234 -2.4651
*
```

=====

Below is C4H7NO2 in the gas phase at a distorted geometry, with properties calculated with ωB97M-V/def2-TZVPD.

Properties
E_tot ... -361.79206 a.u.
Relative energy (zero: lowest compared OMol25 entry of this formula, charge and spin) ... 233.1 kJ/mol
SMILES string ... N[C@H](C=O)CC=O
HOMO level ... -0.34178 hartree
Frontier orbital gap ... 9.9 eV

Structure (ORCA input):
```
! RIJCOSX wB97M-V def2-TZVPD def2/J DEFGRID3
* xyz 0 1
O -1.4819 -0.7314 -1.4603
C -1.4565 -0.0269 -0.4813
C -0.1409 0.6491 -0.1855
C 0.7527 -0.4604 0.4042
C 1.1115 -1.4897 -0.7007
O 1.1515 -2.6559 -0.3800
N -0.1776 1.6093 0.9953
H -2.3512 0.0956 0.1783
H 0.3318 1.1606 -1.0163
H 1.6816 0.0546 0.7055
H 0.3258 -1.0344 1.2424
H 1.2289 -1.3352 -1.7657
H -0.8252 1.5153 1.7462
H -0.1506 2.6494 0.7178
*
```

=====

Below is a gas-phase ion, C4H7NO2 (charge +1) at a distorted geometry, with properties calculated with ωB97M-V/def2-TZVPD.

Properties
E_tot ... -361.44427 a.u.
Relative energy (zero: lowest compared OMol25 entry of this formula, charge and spin) ... 145.4 kJ/mol
Expectation value of S² ... 0.768
HOMO level (spin up / spin down) ... -0.57630 / -0.56592 hartree
Frontier orbital gap (spin up / spin down) ... 11.3 / 5.7 eV

Structure (ORCA input):
```
! RIJCOSX wB97M-V def2-TZVPD def2/J DEFGRID3
* xyz 1 2
C 1.1062 0.2654 -1.9485
N 0.4535 -0.3524 -0.8609
C -1.3096 0.5425 0.5590
C 0.1413 0.1399 0.3989
C 0.4228 -0.8402 1.5147
O 0.9691 -1.9079 1.2588
O 1.4490 -0.3753 -2.8878
H 1.0302 1.3391 -2.0501
H 0.2250 -1.2809 -0.9038
H -2.0631 -0.2680 1.0039
H -1.6683 0.7999 -0.4701
H -1.6151 1.4789 1.1751
H 0.7715 1.0701 0.7147
H 0.0874 -0.6111 2.4960
*
```

=====

Below is C4H7NO2S in the gas phase at a distorted geometry, with properties calculated with ωB97M-V/def2-TZVPD.

Properties
E_tot ... -759.93318 a.u.
Relative energy (zero: lowest compared OMol25 entry of this formula, charge and spin) ... 376.4 kJ/mol
SMILES string ... N[C@@H]1[C@H](O)[C@H]1OC=S
HOMO level ... -0.33170 hartree
Frontier orbital gap ... 9.5 eV

Structure (ORCA input):
```
! RIJCOSX wB97M-V def2-TZVPD def2/J DEFGRID3
* xyz 0 1
C -1.8095 -0.6092 0.3521
C -0.9877 0.5760 0.7714
C -0.4080 -0.4422 -0.1318
C 1.8553 -0.8854 0.0796
H -3.7086 -0.5290 -0.5078
H -2.5872 0.4411 -1.2907
H -1.9735 -1.3183 1.2278
H -0.6893 0.6939 1.9063
H -0.4582 2.1606 -0.2750
H -0.5203 -0.2022 -1.2490
H 2.5979 -1.6952 0.1542
N -2.6942 -0.5117 -0.8396
O -1.2468 1.7120 0.1918
O 0.6429 -1.3184 0.3040
S 2.4456 0.5654 -0.2801
*
```

=====

Below is a molecular structure, C4H7NO2S at a distorted geometry, with properties calculated with ωB97M-V/def2-TZVPD.

Properties
E_tot ... -759.84038 a.u.
Relative energy (zero: lowest compared OMol25 entry of this formula, charge and spin) ... 620.1 kJ/mol
HOMO level ... -0.33239 hartree
Frontier orbital gap ... 9.2 eV

Structure (ORCA input):
```
! RIJCOSX wB97M-V def2-TZVPD def2/J DEFGRID3
* xyz 0 1
C -1.1237 1.4655 -0.7236
C -0.0819 -1.3087 0.1731
C 0.9087 -1.4299 -0.9217
C 0.9710 0.5509 1.5248
H -0.5519 0.7378 -1.4682
H -0.6955 2.7785 -0.6487
H -2.2502 1.5302 -0.9968
H 0.0782 -2.1573 1.1446
H -1.2280 -1.5161 -0.3582
H 1.5721 -0.5133 -0.8974
H 0.5585 1.4126 1.9827
N -0.0095 0.0260 0.6990
O -1.2092 0.7813 0.4711
O 0.6333 -2.1992 -1.7566
S 2.4282 -0.1582 1.7758
*
```

=====

Below is C4H7NO2S in the gas phase at a distorted geometry, with properties calculated with ωB97M-V/def2-TZVPD.

Properties
E_tot ... -759.88276 a.u.
Relative energy (zero: lowest compared OMol25 entry of this formula, charge and spin) ... 135.1 kJ/mol
Expectation value of S² ... 2.007
HOMO level (spin up / spin down) ... -0.20616 / -0.33893 hartree
Frontier orbital gap (spin up / spin down) ... 6.2 / 6.8 eV

Structure (ORCA input):
```
! RIJCOSX wB97M-V def2-TZVPD def2/J DEFGRID3
* xyz 0 3
C 0.8211 -1.0047 -1.1230
C -0.2365 0.5698 1.3495
C -0.9752 0.2146 0.0604
C 1.5494 0.2194 -1.3959
N -0.4790 -0.9359 -0.6176
O 1.3583 -2.0806 -1.3477
O 2.7044 0.2957 -1.9553
S 1.5652 0.6714 0.7905
H -0.5670 1.4804 1.7553
H -0.2322 -0.2267 2.1703
H -2.0936 0.2667 0.1894
H -0.9569 1.0899 -0.6146
H -0.8854 -1.9097 -0.3717
H 3.1004 -0.6625 -1.8476
H 0.9512 1.1766 -1.4880
*
```

=====

Below is C4H7NO2Se in the gas phase at a distorted geometry, with properties calculated with ωB97M-V/def2-TZVPD.

Properties
E_tot ... -2763.22433 a.u.
Relative energy (zero: lowest compared OMol25 entry of this formula, charge and spin) ... 45.5 kJ/mol
SMILES string ... O=CN[C@H](C=O)C[SeH]
HOMO level ... -0.31927 hartree
Frontier orbital gap ... 9.1 eV

Structure (ORCA input):
```
! RIJCOSX wB97M-V def2-TZVPD def2/J DEFGRID3
* xyz 0 1
C 0.4892 -1.5957 0.1031
C -2.2102 0.8551 0.7663
C 0.8488 0.6536 -0.8950
C -0.1483 -0.3391 -0.3019
N -0.9062 0.2824 0.8375
O 1.6617 -1.8187 -0.1322
O -2.7070 1.2319 -0.2291
Se 2.5665 0.9817 0.0289
H -0.2656 -2.3811 0.5641
H -2.4177 1.1979 1.7936
H 0.2476 1.5856 -1.1256
H 1.2062 0.1262 -1.8597
H -0.8604 -0.4736 -1.1132
H -0.8676 -0.1501 1.7406
H 3.3628 -0.1561 -0.1774
*
```

=====

Below is C4H7NO3 in the gas phase at a distorted geometry, with properties calculated with ωB97M-V/def2-TZVPD.

Properties
E_tot ... -437.07455 a.u.
Relative energy (zero: lowest compared OMol25 entry of this formula, charge and spin) ... 180.7 kJ/mol
SMILES string ... O=CNCCOC=O
HOMO level ... -0.36470 hartree
Frontier orbital gap ... 10.7 eV

Structure (ORCA input):
```
! RIJCOSX wB97M-V def2-TZVPD def2/J DEFGRID3
* xyz 0 1
O 3.0805 0.4816 0.1399
O -2.7669 -0.7950 1.1886
O 1.0843 0.2825 1.1317
C 2.4244 0.1769 1.1160
C -2.3016 -1.1775 0.1634
N -1.4625 -0.3347 -0.5574
C 0.6215 0.9978 -0.0193
C -0.8623 0.8824 -0.0068
H 2.9721 -0.1837 1.9741
H -2.5703 -2.1838 -0.2300
H -0.9310 -0.9604 -1.2113
H 0.7881 2.0315 0.0569
H 1.0089 0.6400 -0.9705
H -1.3087 1.1765 1.0145
H -1.1690 1.7323 -0.6222
*
```